No. 1
C32H28Cl2N4NaO4 as an isolated structure. Source: the OMol25 dataset; level of theory: ωB97M-V with the def2-TZVPD basis set.

Last column: Mulliken charge in e.
Atoms and positions in Å:
Cl1 2.8028 6.0251 2.0997  -0.218
Cl2 5.3577 1.4577 0.7337  -0.143
Na1 0.4718 -0.2702 -0.4800  0.691
O1 1.2918 0.7704 -2.2289  -0.907
O2 -0.2333 -0.2645 2.1350  -0.727
O3 -1.8514 0.3437 -0.9085  -0.484
O4 1.7654 1.5861 -0.2071  -1.075
N1 3.3929 3.6956 0.3062  0.967
N2 -0.1159 -3.6357 0.2171  -1.090
N3 -0.9619 2.6270 0.9163  -0.181
N4 -0.8848 -2.6844 0.0661  0.865
C1 3.9771 -2.9583 0.3529  -0.626
C2 -3.0728 -2.2468 0.9082  0.204
C3 4.0549 3.8739 -0.9060  1.083
C4 1.2859 -3.3014 0.2782  0.290
C5 1.6629 1.6843 -1.4690  1.260
C6 -1.4844 4.7926 -0.7432  -0.326
C7 5.0541 2.7415 1.8482  1.013
C8 -0.4906 4.8657 0.2164  -0.616
C9 -2.2613 -3.0676 0.1362  -0.247
C10 1.9486 3.0640 -2.0919  -1.023
C11 3.3869 3.5259 -2.0994  0.097
C12 3.9241 4.7435 2.4489  0.891
C13 2.1078 -4.3863 -0.0376  -0.483
C14 -2.7827 -4.1583 -0.5451  -0.516
C15 5.7480 2.7628 3.0470  -0.666
C16 -2.6427 1.2431 -0.1369  -0.441
C17 1.7075 -2.0346 0.6899  -0.563
C18 -4.1418 -4.4190 -0.4550  -0.468
C19 5.9835 4.5653 -2.1898  -0.672
C20 -1.9156 2.5571 -0.0139  0.435
C21 5.3416 4.4099 -0.9703  -0.666
C22 -4.4300 -2.5264 1.0045  -0.793
C23 -4.9652 -3.6075 0.3175  -0.447
C24 3.1134 -1.9254 0.6998  -0.061
C25 -2.2060 3.6151 -0.8653  -0.694
C26 4.5976 4.7792 3.6598  -0.642
C27 -0.2645 3.7528 1.0149  -0.075
C28 4.0614 3.6825 -3.3004  -0.448
C29 5.5129 3.7833 3.9534  -0.353
C30 4.1207 3.7297 1.5096  -1.573
C31 5.3536 4.1913 -3.3643  -0.824
C32 3.4790 -4.2058 -0.0191  -0.408
H1 -1.6852 5.6324 -1.3969  0.399
H2 6.4559 1.9736 3.2597  0.440
H3 5.0515 -2.7971 0.3744  0.366
H4 0.5171 -0.8158 1.7724  0.388
H5 5.8466 4.6918 -0.0541  0.407
H6 -5.0649 -1.9023 1.6214  0.381
H7 -6.0242 -3.8245 0.3848  0.359
H8 0.1196 5.7495 0.3401  0.286
H9 3.5489 3.3986 -4.2131  0.404
H10 6.0466 3.8028 4.8949  0.364
H11 -2.8181 0.8452 0.8633  0.226
H12 -2.1194 -4.7787 -1.1319  0.442
H13 2.6859 2.9339 0.2718  -0.162
H14 4.4011 5.5853 4.3527  0.432
H15 4.1487 -5.0170 -0.2797  0.341
H16 -1.9528 -0.5502 -0.5573  0.291
H17 5.8527 4.2980 -4.3193  0.354
H18 1.5721 3.0499 -3.1128  0.511
H19 -3.6047 1.3973 -0.6355  0.356
H20 -4.5627 -5.2607 -0.9918  0.351
H21 -2.6119 -1.4340 1.4614  0.651
H22 1.3627 3.7938 -1.5226  -0.039
H23 1.6658 -5.3433 -0.2929  0.381
H24 0.5181 3.7727 1.7662  0.443
H25 -2.9792 3.5065 -1.6151  0.356
H26 3.5621 -0.9801 0.9984  0.228
H27 6.9862 4.9756 -2.2139  0.369
H28 -0.0467 0.6574 1.9090  0.334

- Total charge: -1
- HOMO-LUMO gap: 6.70 eV
- Relative energy (zero: lowest compared OMol25 entry of this formula, charge and spin): 11.5 kJ/mol

---

No. 2
A 4-piece molecular cluster, C12H28FN6O5S overall. Source: the OMol25 dataset; level of theory: ωB97M-V with the def2-TZVPD basis set.

Last column: natural (NBO) charge in e.
Atoms and positions in Å:
S1 -0.2786 -3.4700 2.9942  2.534
F1 -1.3654 -2.4454 3.2571  -0.420
O1 4.5693 2.4114 1.4961  -0.624
O2 -0.8060 4.5775 -3.2299  -0.632
O3 -0.3172 -4.4404 4.0159  -0.856
O4 -0.4288 3.4265 1.3039  -0.661
O5 0.9244 -2.8336 2.6575  -0.826
N1 -1.4348 2.5979 -4.0701  -0.620
N2 -0.9438 -4.2818 1.6364  -0.785
N3 -2.4851 2.8664 0.6008  -0.618
N4 -0.8606 -6.1973 0.2692  -0.572
N5 3.3734 0.6301 2.1291  -0.632
N6 1.1170 -5.1820 0.9111  -0.592
C1 -1.4319 3.7249 0.6675  0.692
C2 -3.7430 3.0474 -0.1008  -0.411
C3 3.5010 1.9702 1.8812  0.678
C4 -1.5576 5.0344 -0.0638  -0.736
C5 -1.2730 1.2129 -4.4664  -0.410
C6 2.2900 2.8386 2.1072  -0.725
C7 2.2074 -0.0930 2.5908  -0.410
C8 1.4816 -6.0153 -0.2600  -0.246
C9 0.8647 2.8676 -3.2437  -0.723
C10 -0.2589 -5.1868 0.9762  0.734
C11 -0.5131 3.4266 -3.5063  0.680
C12 0.2051 -6.8638 -0.5335  -0.252
H1 1.3339 2.5473 -4.1746  0.229
H2 2.3543 -6.5603 0.0880  0.235
H3 1.9751 2.7823 3.1503  0.222
H4 -3.7686 4.0042 -0.6093  0.225
H5 4.2210 0.1118 1.9634  0.395
H6 1.4289 -5.6579 1.7607  0.427
H7 1.4740 3.6461 -2.7964  0.255
H8 1.9428 -0.8539 1.8586  0.180
H9 -0.2682 0.8638 -4.2552  0.211
H10 -2.3981 5.6085 0.3293  0.226
H11 -1.1046 -6.8734 0.9990  0.431
H12 0.8128 2.0250 -2.5525  0.221
H13 0.3587 -7.8959 -0.2541  0.237
H14 -0.0505 -6.6990 -1.5716  0.239
H15 -1.9873 0.5878 -3.9257  0.188
H16 -1.6916 4.8641 -1.1320  0.261
H17 -2.3414 2.0123 1.1137  0.387
H18 1.8421 -5.4654 -1.1206  0.238
H19 -1.9073 -4.0702 1.3984  0.475
H20 -2.3300 3.0357 -4.2202  0.401
H21 1.4735 2.5399 1.4646  0.256
H22 -4.5715 3.0004 0.6079  0.198
H23 2.4358 -0.5853 3.5397  0.189
H24 2.5518 3.8659 1.8780  0.248
H25 -3.8731 2.2521 -0.8378  0.188
H26 -1.4656 1.1090 -5.5353  0.203
H27 1.3640 0.5768 2.7314  0.218
H28 -0.6470 5.6056 0.0828  0.250

- Total charge: +1
- HOMO-LUMO gap: 5.53 eV

---

No. 3
C25H37GeN3O2Si3V as an isolated structure. Source: the OMol25 dataset; level of theory: ωB97M-V with the def2-TZVPD basis set.

Last column: Mulliken spin population.
Atoms and positions in Å:
Ge1 -2.2676 0.0336 0.0263  -0.370
V1 -0.0217 0.7533 0.7449  2.292
Si1 -3.1774 1.6126 1.7041  0.010
Si2 -3.1641 -2.1924 0.4663  -0.001
Si3 -3.1838 0.5908 -2.1600  0.003
O1 6.5880 -0.8178 0.8101  0.001
O2 6.5879 0.7861 -0.8252  0.001
N1 1.8239 0.3156 0.3167  0.199
N2 0.3548 2.1168 -0.7200  -0.112
N3 0.3507 -0.6868 2.1363  -0.107
C1 2.0618 3.0021 -2.1430  0.003
C2 2.0684 -2.0634 3.0746  0.003
C3 3.8559 0.9802 -0.7128  -0.003
C4 -2.7792 3.4198 1.4169  0.014
C5 1.1887 3.9900 -2.5767  -0.003
C6 -5.0235 1.4316 1.6190  -0.040
C7 2.4991 -0.5499 1.1019  0.079
C8 -5.0446 0.6064 -2.1481  -0.017
C9 -2.5453 -0.6916 -3.3499  -0.003
C10 -0.0990 4.0348 -2.0709  0.003
C11 -2.3848 -3.3349 -0.7811  -0.004
C12 2.4972 1.0743 -0.5731  0.080
C13 -0.1006 -1.9867 4.0890  0.003
C14 -5.0174 -2.2284 0.3123  -0.016
C15 6.1180 0.0094 0.0171  0.002
C16 -2.7135 2.2603 -2.8465  0.002
C17 -0.4804 3.0762 -1.1606  0.019
C18 -0.4855 -1.1085 3.1021  0.016
C19 4.5569 0.0777 0.0840  0.009
C20 1.1925 -2.4799 4.0675  -0.003
C21 3.8568 -0.6942 1.0076  -0.005
C22 -2.6749 1.2913 3.4798  0.015
C23 1.6312 -1.1582 2.1380  -0.028
C24 -2.8255 -2.9180 2.1512  0.002
C25 1.6287 2.0948 -1.2063  -0.021
H1 3.0755 2.9478 -2.5154  0.000
H2 1.5221 -3.1847 4.8205  0.000
H3 -2.5609 -4.3730 -0.4808  0.000
H4 -1.7157 3.6534 1.5159  -0.004
H5 4.4321 1.5979 -1.3918  -0.001
H6 -1.6020 1.4023 3.6606  -0.002
H7 -0.8108 -2.2897 4.8464  -0.001
H8 -1.4891 -0.7247 3.0573  -0.006
H9 -2.9870 3.0928 -2.1904  -0.001
H10 -3.1310 3.7892 0.4486  -0.001
H11 -3.4028 -3.8475 2.1972  0.000
H12 -3.3069 3.9890 2.1893  0.001
H13 -3.1848 2.0408 4.0941  0.001
H14 -1.6550 2.3348 -3.1006  -0.001
H15 -1.4771 -0.8838 -3.2162  0.000
H16 -5.3534 0.4220 1.8688  0.004
H17 -0.8071 4.7873 -2.3887  0.000
H18 1.5153 4.7191 -3.3075  0.000
H19 -2.7023 -0.3428 -4.3758  0.000
H20 -3.1635 -2.2829 2.9771  -0.001
H21 3.0882 -2.4211 3.0408  0.000
H22 -5.4232 1.6877 0.6375  0.006
H23 -3.2842 2.3743 -3.7741  0.000
H24 -5.4473 1.3348 -1.4425  0.000
H25 -1.7779 -3.1767 2.2996  -0.001
H26 -2.9896 0.3089 3.8439  -0.002
H27 -5.4864 -0.3594 -1.9290  0.002
H28 -1.3045 -3.1829 -0.8576  0.000
H29 -3.0758 -1.6376 -3.2373  -0.001
H30 -5.3689 -2.0215 -0.6933  0.001
H31 -5.3460 -3.2406 0.5728  -0.002
H32 -5.4523 2.1220 2.3536  -0.006
H33 -5.5059 -1.5333 0.9976  0.001
H34 -1.4812 3.0448 -0.7717  -0.009
H35 4.4344 -1.3576 1.6411  -0.001
H36 -2.8145 -3.1988 -1.7735  -0.001
H37 -5.3731 0.9003 -3.1511  -0.002

- Total charge: +1
- Spin multiplicity: 3
- HOMO-LUMO gap (spin up / spin down): 5.49 / 5.91 eV
- Relative energy (zero: lowest compared OMol25 entry of this formula, charge and spin): 0.0 kJ/mol

---

No. 4
One molecule with the formula C15H21N3OS. Source: the OMol25 dataset; level of theory: ωB97M-V with the def2-TZVPD basis set.

Last column: natural (NBO) charge in e.
Atoms and positions in Å:
S1 1.9937 -3.9264 2.5476  0.278
O1 -0.1135 -0.0783 -2.2771  -0.514
N1 0.6371 -1.9908 3.8627  -0.340
N2 2.8327 -2.0593 4.3024  -0.492
N3 0.9718 -1.0351 4.7553  -0.362
C1 0.1738 -2.9340 0.7260  -0.083
C2 -0.6765 -0.7990 -0.0126  -0.332
C3 1.7886 -2.5830 3.6142  0.138
C4 -0.5551 -1.7785 0.9592  -0.170
C5 0.6856 -2.1229 -1.4819  -0.279
C6 -0.0591 -0.9643 -1.2473  0.381
C7 -0.8665 1.1079 -2.1238  -0.062
C8 -0.7845 1.8687 -3.4438  -0.408
C9 -1.3681 3.2827 -3.3759  -0.211
C10 -1.0832 4.0165 -4.6852  -0.597
C11 0.3184 -3.9784 1.7807  -0.522
C12 0.8003 -3.0888 -0.5084  -0.173
C13 3.0015 -0.1931 5.9482  -0.659
C14 -2.8712 3.2634 -3.1063  -0.607
C15 2.2980 -1.0934 5.0089  0.369
H1 0.2482 -4.9832 1.3657  0.232
H2 4.0632 -0.4161 5.9174  0.251
H3 -1.9078 0.8606 -1.8798  0.172
H4 -0.0140 4.0601 -4.8781  0.208
H5 -3.2704 4.2748 -3.1331  0.209
H6 0.2670 -0.4152 5.1204  0.412
H7 -1.0318 -1.6392 1.9176  0.224
H8 -3.0913 2.8403 -2.1298  0.204
H9 -0.4486 1.7193 -1.3106  0.168
H10 -1.2529 0.0866 0.2062  0.215
H11 1.3858 -3.9764 -0.6984  0.210
H12 -0.8739 3.8232 -2.5602  0.191
H13 -1.2996 1.2924 -4.2142  0.203
H14 -0.3966 -3.8466 2.5895  0.246
H15 -1.4658 5.0336 -4.6442  0.207
H16 2.8415 0.8477 5.6705  0.227
H17 1.1647 -2.2368 -2.4414  0.221
H18 2.6339 -0.3418 6.9629  0.229
H19 -3.3837 2.6737 -3.8632  0.203
H20 -1.5612 3.5036 -5.5168  0.202
H21 0.2693 1.9256 -3.7232  0.212

- SMILES: Cc1nc(SCc2ccc(OCCC(C)C)cc2)n[nH]1
- HOMO-LUMO gap: 8.75 eV
- Relative energy (zero: lowest compared OMol25 entry of this formula, charge and spin): 47.9 kJ/mol